(1)
C10H20BO5 | the ωB97M-V functional and the def2-TZVPD basis

Last column: Löwdin charge in e.
Geometry (Å):
C  -1.39698  -0.47549  3.64178  -0.048
C  -1.42352  0.86699  3.26474  -0.159
C  -0.14477  1.66774  2.81209  -0.139
C  0.77392  0.81336  1.88571  -0.327
C  0.38865  0.73318  0.30739  -0.159
O  1.62658  0.70199  -0.42206  -0.108
B  2.57741  0.32406  0.69228  -0.759
C  4.10126  0.45364  0.10066  -0.107
O  5.14974  0.59884  1.09912  -0.208
O  4.79972  -0.14033  2.24810  -0.069
O  2.13363  1.24725  1.74788  -0.022
H  -0.72143  -0.83686  4.45081  0.052
H  -2.00567  -1.25133  3.13063  0.046
H  -2.40236  1.39905  3.32658  0.080
H  0.37644  2.00985  3.73876  0.111
H  -0.52467  2.56792  2.27423  0.100
H  0.85709  -0.20565  2.33517  0.116
H  0.01776  -0.30778  0.14179  0.106
H  -0.30099  1.58623  0.10924  0.112
H  2.30832  -0.84751  0.84194  0.107
H  4.18960  1.31623  -0.60245  0.105
H  4.33337  -0.47192  -0.50873  0.097
H  5.61942  -0.41927  2.67553  0.081
C  -3.35573  -0.95409  -3.31765  -0.187
C  -2.02073  -0.97718  -4.03715  -0.183
C  -1.09914  -0.34655  -3.00714  -0.196
O  -1.62984  -0.68304  -1.72088  -0.147
C  -2.94085  -1.22951  -1.88265  -0.209
H  -4.07535  -1.67995  -3.69986  0.106
H  -3.80195  0.04225  -3.39381  0.111
H  -1.71866  -2.01196  -4.22611  0.111
H  -2.02374  -0.44417  -4.98888  0.108
H  -1.09167  0.74500  -3.09391  0.121
H  -0.07254  -0.70648  -3.08320  0.125
H  -2.88441  -2.30653  -1.68544  0.115
H  -3.61792  -0.77799  -1.15450  0.116

Forces on the atoms, in the same order (eV/Å):
C 0.1 1.1 0.1
C 0.6 -1.1 0.2
C -0.8 0.1 1.2
C 1.2 -0.1 -0.8
C 0.6 -1.6 1.1
O -1.2 1.1 0.4
B 0.2 0.6 -1.5
C 0.0 -0.6 0.0
O 0.9 0.9 -1.1
O -1.2 -0.8 1.0
O -0.6 -0.2 1.4
H 0.7 0.0 -1.8
H -0.8 0.8 1.4
H 0.5 -0.6 -1.7
H 0.2 -0.1 -0.8
H 0.3 -0.4 0.4
H -0.6 0.5 -0.4
H -0.9 1.1 0.1
H 0.4 -0.7 -0.5
H 0.1 -0.7 0.9
H 0.2 -0.3 0.8
H -0.2 0.7 0.5
H 0.3 0.3 -0.7
C -0.3 0.2 -0.1
C 0.1 -0.2 -0.2
C 0.2 0.2 0.2
O -0.4 -0.2 -0.4
C 0.3 -0.1 0.2
H 0.0 0.0 0.0
H 0.0 0.0 0.0
H 0.0 0.0 0.0
H 0.0 0.0 0.0
H 0.1 0.0 -0.1
H 0.0 0.1 0.2
H -0.1 0.0 0.0
H 0.1 0.0 0.0

For the largest force on an atom, the calculation gives 2.0 eV/A. The total energy is -793.911409 a.u. Its spin multiplicity is 1. For the relative energy (zero: lowest compared OMol25 entry of this formula, charge and spin), the calculation gives 709.4 kJ/mol. The charge is -1.

(2)
C10H20Br10 | the ωB97M-V functional and the def2-TZVPD basis

Last column: Löwdin charge in e.
Geometry (Å):
Br  1.03258  2.03692  0.21068  0.670
C  -0.53740  0.92551  0.41376  -0.730
C  -0.33023  -0.39343  -0.27450  -0.770
Br  0.92178  -1.54024  0.60284  0.710
H  -1.36003  1.46333  -0.04860  0.005
H  -0.72718  0.79153  1.47535  0.031
H  0.00390  -0.22387  -1.29491  0.007
H  -1.29253  -0.90069  -0.36831  0.060
Br  -3.28322  0.55198  3.34819  0.632
C  -3.83184  1.68862  1.85780  -0.710
C  -5.32454  1.85509  1.85643  -0.694
Br  -5.91332  2.32014  0.05509  0.616
H  -3.45230  1.24290  0.94657  0.020
H  -3.33727  2.63567  2.04790  0.062
H  -5.61512  2.68974  2.48597  0.058
H  -5.86911  0.96302  2.13923  0.044
Br  3.83707  -4.24378  1.58601  0.605
C  3.33884  -3.64454  3.38169  -0.695
C  3.41182  -2.14270  3.45956  -0.702
Br  3.48482  -1.62389  5.35258  0.619
H  3.96364  -4.17684  4.09187  0.045
H  2.33521  -4.03047  3.54666  0.058
H  2.51928  -1.67354  3.06288  0.005
H  4.31520  -1.72688  3.03125  0.041
Br  -1.96788  1.07932  -2.87683  0.714
C  -2.51042  1.61764  -4.67936  -0.681
C  -3.87738  1.07920  -4.93378  -0.707
Br  -4.22823  1.16993  -6.85487  0.622
H  -1.78526  1.19784  -5.36736  0.049
H  -2.45991  2.69950  -4.66910  0.060
H  -4.65058  1.66798  -4.45500  0.058
H  -3.93978  0.02552  -4.69361  0.044
Br  5.86410  -0.42720  -2.43325  0.603
C  5.01743  -1.05878  -0.80264  -0.706
C  4.09370  -0.03696  -0.19719  -0.762
Br  4.96917  1.63590  0.24667  0.593
H  5.78311  -1.36184  -0.09532  0.057
H  4.44236  -1.93288  -1.10030  0.047
H  3.72523  -0.40447  0.75832  0.008
H  3.23428  0.20574  -0.81234  0.012

Forces on the atoms, in the same order (eV/Å):
Br 0.1 0.2 0.1
C 0.2 -0.1 0.2
C -0.8 0.3 -0.7
Br 0.1 -0.3 0.1
H 0.0 0.0 0.0
H 0.0 0.1 0.0
H 0.3 -0.1 0.1
H 0.1 -0.2 0.3
Br 0.0 0.0 -0.1
C 0.3 0.0 0.3
C -0.2 0.2 -0.1
Br 0.0 0.0 0.0
H 0.0 -0.1 0.0
H 0.1 0.0 -0.2
H -0.1 -0.1 0.1
H 0.1 -0.1 0.0
Br 0.0 0.1 0.1
C -0.3 -0.5 -0.1
C 0.0 0.0 0.6
Br -0.1 0.0 -0.1
H 0.4 0.3 -0.2
H -0.1 0.3 -0.1
H 0.1 0.1 -0.2
H 0.0 -0.1 -0.2
Br 0.0 0.0 -0.1
C 0.4 0.0 0.3
C -0.3 -0.1 -0.5
Br -0.1 0.1 0.0
H 0.1 0.0 0.1
H 0.0 0.0 -0.2
H -0.1 -0.2 0.1
H -0.1 0.0 0.2
Br 0.0 -0.1 0.1
C -0.2 0.0 -0.1
C -0.1 0.0 0.3
Br 0.1 0.1 0.0
H 0.2 0.1 -0.1
H 0.0 0.0 0.1
H 0.0 -0.1 -0.1
H 0.1 0.0 -0.2

For the largest force on an atom, the calculation gives 1.1 eV/A. The total energy is -26133.175397 a.u. Its spin multiplicity is 1. As for the SMILES: BrCCBr.BrCCBr.BrCCBr.BrCCBr.BrCCBr. For the relative energy (zero: lowest compared OMol25 entry of this formula, charge and spin), the calculation gives 36.9 kJ/mol.

(3)
C10H20Br10 | the ωB97M-V functional and the def2-TZVPD basis

Last column: Mulliken spin population.
Geometry (Å):
Br  2.81019  4.02894  3.31374  0.000
C  2.06753  2.21180  3.73834  0.000
C  2.75288  1.68721  4.91093  0.000
Br  2.03540  -0.03978  5.44850  0.000
H  2.17278  1.60192  2.84108  0.000
H  1.01188  2.29190  3.99773  0.000
H  2.47556  2.32461  5.75053  0.000
H  3.84233  1.67341  4.87889  0.000
Br  -0.91882  -3.05535  -2.76115  0.446
C  -2.67678  -3.83990  -3.38987  -0.014
C  -2.95536  -5.24218  -2.71621  0.001
Br  -4.46405  -6.16123  -3.60193  -0.001
H  -2.45161  -3.82050  -4.45617  0.012
H  -3.46289  -3.09195  -3.28649  0.016
H  -3.13669  -5.15617  -1.64485  0.000
H  -2.08158  -5.87539  -2.87001  0.001
Br  1.67371  0.95996  0.16902  0.000
C  -0.21751  1.35065  -0.42346  -0.001
C  -0.53941  0.37252  -1.52137  0.006
Br  0.62493  0.56797  -3.15834  0.000
H  -0.21543  2.36338  -0.82654  0.001
H  -0.87971  1.37135  0.44207  0.000
H  -1.51690  0.57426  -1.95945  0.000
H  -0.63042  -0.64191  -1.13309  0.000
Br  -4.03513  5.95861  5.11606  0.000
C  -3.31702  4.98957  3.51116  0.000
C  -1.88949  4.55149  3.92078  0.000
Br  -1.15893  3.39060  2.52226  0.000
H  -3.25607  5.57189  2.59176  0.000
H  -3.88123  4.06533  3.38654  0.000
H  -1.92373  4.07669  4.90133  0.000
H  -1.28391  5.44460  4.07488  0.000
Br  1.62688  -4.69570  -4.69761  0.515
C  3.31070  -3.61287  -4.43822  -0.016
C  3.03951  -2.42713  -3.48614  0.016
Br  4.77877  -1.57084  -3.23604  0.005
H  3.75406  -3.33582  -5.39465  0.004
H  4.04462  -4.30460  -4.02473  0.006
H  2.58515  -2.78178  -2.56100  0.000
H  2.28577  -1.77557  -3.92826  0.000

Forces on the atoms, in the same order (eV/Å):
Br -0.5 -1.0 0.2
C -0.5 0.4 -1.3
C 0.8 0.4 2.0
Br 0.1 -0.1 -0.3
H 0.1 0.3 0.1
H 0.1 0.4 -0.4
H 0.2 0.0 0.1
H -0.2 -0.4 -0.3
Br -0.4 -0.5 -0.2
C 0.0 -1.0 0.0
C 0.5 0.9 -1.0
Br 0.7 0.7 0.4
H -0.1 -0.7 0.0
H 0.2 0.1 0.6
H -0.2 0.1 -0.2
H -0.2 0.0 0.0
Br -1.2 0.3 -0.1
C 1.4 0.4 -0.5
C -0.9 0.1 -0.4
Br -0.6 -0.4 1.2
H 0.3 0.0 0.1
H 0.1 -0.6 -0.1
H 0.0 0.3 0.1
H 0.8 -0.1 -0.3
Br 0.3 -0.4 -1.2
C 1.2 -0.9 1.0
C -0.9 1.0 0.4
Br -0.1 0.3 0.4
H -0.5 0.3 0.4
H -0.4 0.5 0.0
H 0.1 -0.6 -0.4
H 0.4 -0.2 -0.5
Br 0.2 0.7 0.2
C 0.7 0.1 0.6
C -0.4 -0.8 -0.8
Br -0.9 -0.2 0.0
H -0.9 0.2 -0.3
H -0.5 -0.2 0.4
H 0.6 0.1 0.2
H 0.5 0.4 -0.1

For the largest force on an atom, the calculation gives 2.2 eV/A. The expectation value of S² is 0.7561. The total energy is -26132.781718 a.u. Its spin multiplicity is 2. For the relative energy (zero: lowest compared OMol25 entry of this formula, charge and spin), the calculation gives 25.5 kJ/mol. The charge is +1.

(4)
C10H20Cl10 | the ωB97M-V functional and the def2-TZVPD basis

Last column: Löwdin charge in e.
Geometry (Å):
Cl  7.40298  8.63820  7.28491  0.508
C  7.21319  9.33380  8.92115  -0.656
C  7.41990  10.88535  8.87884  -0.630
Cl  9.14805  11.12832  8.56021  0.541
H  7.94540  8.92937  9.64684  0.059
H  6.20181  9.05025  9.18745  0.056
H  7.29367  11.27346  9.89708  0.068
H  6.81573  11.39340  8.12924  0.069
Cl  14.13986  9.77669  9.23450  0.579
C  12.42262  9.28665  8.96995  -0.622
C  12.23618  7.80034  9.29719  -0.628
Cl  10.62455  7.27705  8.73179  0.580
H  12.22412  9.48120  7.94752  0.009
H  11.81604  9.88004  9.63941  0.053
H  12.30434  7.63395  10.36644  0.073
H  13.00204  7.18948  8.77821  0.043
Cl  10.07822  8.61856  4.58690  0.565
C  11.63186  7.94397  5.10842  -0.678
C  12.65358  9.07588  5.25214  -0.642
Cl  14.25231  8.37156  5.68575  0.580
H  12.04470  7.22399  4.39616  0.070
H  11.49489  7.42539  6.09313  0.038
H  12.40563  9.86906  5.94812  0.052
H  12.80632  9.59804  4.30316  0.069
Cl  15.00322  4.82098  9.26260  0.453
C  16.19965  5.59192  8.03398  -0.562
C  16.24706  7.10143  8.21109  -0.685
Cl  17.04037  7.44370  9.78186  0.542
H  15.87578  5.34327  7.03152  0.065
H  17.13391  5.05974  8.25834  0.064
H  15.29426  7.59550  8.13947  -0.040
H  16.91795  7.46559  7.45428  0.064
Cl  18.96159  11.87163  11.16212  0.474
C  17.34023  11.41641  10.42760  -0.606
C  16.71621  12.73737  9.83439  -0.673
Cl  16.27635  13.80219  11.16286  0.554
H  16.76747  11.03756  11.25465  0.042
H  17.59665  10.59785  9.73034  0.047
H  15.82668  12.52339  9.28515  0.030
H  17.42572  13.20651  9.13742  0.072

Forces on the atoms, in the same order (eV/Å):
Cl 0.3 -0.1 0.2
C 0.0 1.1 0.0
C 0.1 -1.6 0.8
Cl 0.4 0.5 -0.3
H -0.4 -0.1 -0.7
H -0.1 0.2 0.4
H -0.4 0.0 -0.4
H 0.1 -0.1 0.1
Cl -0.3 -0.1 0.1
C 0.4 -0.8 1.0
C 0.8 0.2 -0.6
Cl 0.0 0.1 0.1
H -0.4 0.2 -0.8
H -0.1 0.3 -0.1
H 0.0 -0.1 0.0
H -0.5 0.3 0.3
Cl 0.1 -0.1 -0.1
C 0.8 -0.1 1.2
C 0.1 0.1 -0.8
Cl -0.3 0.1 0.1
H -0.5 0.1 -0.1
H 0.0 0.5 -0.9
H -0.2 -0.3 0.4
H -0.1 -0.3 0.0
Cl 0.7 0.6 -1.1
C -0.8 -0.5 1.1
C 1.0 -1.3 0.5
Cl -0.2 0.4 -0.1
H -0.3 -0.2 -0.1
H -0.2 0.6 -0.1
H -0.2 0.0 0.2
H 0.2 0.4 -0.4
Cl -0.5 -0.3 -0.2
C 0.9 1.1 -0.4
C 1.3 -1.7 0.1
Cl 0.0 0.4 0.1
H -0.4 -0.1 0.1
H -0.5 0.7 0.0
H -0.7 -0.3 -0.3
H -0.2 0.0 0.5

For the largest force on an atom, the calculation gives 2.1 eV/A. The total energy is -4994.949845 a.u. Its spin multiplicity is 1. As for the SMILES: ClCCCl.ClCCCl.ClCCCl.ClCCCl.ClCCCl. For the relative energy (zero: lowest compared OMol25 entry of this formula, charge and spin), the calculation gives 37.8 kJ/mol.